Density functional theory data (ωB97M-V/def2-TZVPD) for a single C4H7FN2O molecule in a non-equilibrium geometry.

Structure (XYZ):
```
15
Properties=species:S:1:pos:R:3
H -1.2487 -0.0707 -1.6471
N -2.0017 -0.5166 -1.1810
C -1.6550 -0.9624 -0.0442
N -0.4150 -0.8588 0.5819
C 0.7342 -0.3453 -0.0427
C 1.8571 -1.0526 -0.1211
F 2.9951 -0.5118 -0.5696
O 0.6488 0.8890 -0.5942
C 0.0603 1.8967 0.2140
H -2.3759 -1.4786 0.5730
H -0.2993 -1.3609 1.4327
H 1.9485 -2.1009 0.1778
H -1.0300 1.7008 0.3721
H 0.2062 2.8140 -0.3290
H 0.5753 1.9582 1.1775
```

Properties
Energy relative to the best compared isomer or geometry (same formula, charge and spin) = 45.97 kcal/mol
HOMO energy = -8.9 eV
SMILES string = [H]/N=C\N/C(=C/F)OC
Kohn-Sham gap = 9.66 eV